(1)
A 2-piece molecular cluster, C4H7NO4Si overall in a non-equilibrium geometry, computed with ωB97M-V with the def2-TZVPD basis set.

As for the electronic energy: -801.67468 a.u. As for the SMILES: C=C(C)C(=O)N=O.O=[SiH]O. The value obtained for the gap between HOMO and LUMO (spin up / spin down) is 7.8560 / 7.8517 eV. The spin multiplicity is 1. The calculation puts the energy above the lowest of the compared OMol25 structures with the same formula, charge and spin at 0.6558 eV.

```
17
Properties=species:S:1:pos:R:3:nbo_charge:R:1
C -2.7620 -1.0747 0.1035 -0.338
C -1.7212 -0.3439 -0.2419 0.008
C -0.5894 -0.3716 -1.1632 -0.683
C -1.6941 1.0242 0.5261 0.534
O -1.3526 1.2234 1.6588 -0.538
N -2.4375 1.5760 -0.3939 0.107
O -2.5363 1.6659 -1.5949 -0.273
H -2.7656 -2.0868 -0.1746 0.203
H -3.4728 -0.7988 0.8844 0.223
H -0.8576 0.3649 -1.9831 0.244
H -0.4611 -1.4199 -1.6109 0.252
H 0.2562 0.1448 -0.8022 0.258
O 2.1525 0.5426 0.7154 -1.192
Si 2.1342 2.0221 0.7855 2.014
O 1.3396 3.1680 0.0177 -1.085
H 2.9504 3.0312 1.6046 -0.238
H 0.6286 3.0254 -0.5365 0.504
```


(2)
C32H40F2IrN6O2PS2 as an isolated structure in a non-equilibrium geometry, computed with ωB97M-V with the def2-TZVPD basis set.

As for the electronic energy: -3164.03194 a.u. The value obtained for the gap between HOMO and LUMO (spin up / spin down) is 2.7099 / 5.2007 eV. The spin multiplicity is 5. The calculation puts the energy above the lowest of the compared OMol25 structures with the same formula, charge and spin at 1.0501 eV. The charge is -2.

```
86
Properties=species:S:1:pos:R:3:mulliken_spin:R:1
Ir -1.7427 -0.2086 -0.9503 1.625
F -3.3781 0.5333 4.0849 0.004
C -3.7703 0.4365 2.7756 0.150
C -2.7547 0.1267 1.8557 -0.020
C -3.0625 -0.0027 0.5605 0.146
C -4.4270 0.0057 0.1391 0.006
C -5.3843 0.3752 1.0950 0.124
F -6.7051 0.4517 0.7461 0.004
C -5.1045 0.6081 2.4295 -0.065
C -4.6566 -0.3326 -1.2480 0.309
C -5.9316 -0.5871 -1.8761 -0.140
C -5.9644 -0.8689 -3.2284 0.244
C -4.8168 -0.6603 -4.0339 0.146
C -3.6230 -0.4564 -3.4155 -0.069
N -3.5177 -0.3119 -2.0547 0.272
H -1.7363 0.0327 2.1819 -0.014
H -5.8823 0.7479 3.1580 -0.004
H -6.8018 -0.5487 -1.2136 -0.001
H -6.8931 -1.2901 -3.6494 0.029
H -4.8899 -0.8207 -5.1394 0.014
H -2.7243 -0.3118 -4.0493 0.013
S -0.5630 -1.0907 -2.8989 0.200
C -0.6834 -2.7788 -2.8097 0.095
C -0.3286 -3.6825 -3.8721 -0.041
C -0.7852 -4.9772 -3.8947 0.054
C -1.6091 -5.4840 -2.8681 -0.029
C -1.9936 -4.7179 -1.7824 0.015
C -1.4537 -3.3856 -1.7316 -0.025
S -1.8680 -2.4464 -0.3848 0.392
H 0.4298 -3.3302 -4.5754 -0.001
H -0.4753 -5.6526 -4.7098 0.008
H -1.8615 -6.5213 -2.8931 -0.003
H -2.4704 -5.1657 -0.9204 0.014
O -1.7852 2.6640 -0.1695 0.022
N -1.4074 2.6919 -1.3281 0.002
O -1.4874 1.5804 -2.0771 0.138
N -0.0677 0.1881 0.0131 0.228
P 1.3104 0.6582 0.5230 0.064
N 2.2990 1.1283 -0.7202 0.025
C 2.6938 2.5139 -1.1366 0.001
C 4.1069 2.5112 -1.7402 0.006
C 4.1480 1.6029 -2.9806 0.001
C 2.8633 0.7780 -3.1502 -0.002
C 2.5216 0.1029 -1.7862 -0.002
N 1.1985 1.9439 1.5980 0.023
C 2.3754 2.4415 2.4071 0.002
C 2.2146 3.9155 2.7457 0.001
C 1.0099 4.1253 3.6551 0.000
C -0.2639 3.4969 3.0724 0.000
C -0.0905 2.1419 2.3574 0.026
N 2.0869 -0.5829 1.3228 0.002
C 1.3869 -1.8736 1.4663 0.005
C 1.5385 -2.3328 2.9535 -0.002
C 3.0158 -2.6551 3.2847 0.001
C 3.9084 -1.9874 2.2064 0.004
C 3.4671 -0.5907 1.7830 0.001
H 2.6065 3.1658 -0.2264 -0.004
H 2.0367 2.9581 -1.8785 0.000
H 4.7718 2.1530 -0.9369 0.000
H 4.3202 3.5263 -2.0736 -0.001
H 5.0417 0.9085 -2.9849 0.000
H 4.2348 2.2860 -3.8642 0.000
H 3.0171 -0.0441 -3.8628 0.001
H 1.9763 1.3431 -3.4765 -0.002
H 3.3586 -0.5706 -1.4766 0.004
H 1.5943 -0.5482 -1.8352 0.005
H 3.3285 2.2277 1.8901 0.000
H 2.3530 1.8531 3.3047 0.000
H 2.2439 4.5390 1.8669 0.000
H 3.1054 4.1751 3.3061 0.001
H 0.8591 5.1801 3.7457 0.000
H 1.1692 3.7575 4.7010 0.000
H -0.7153 4.1814 2.3499 -0.001
H -1.0052 3.4115 3.8867 0.001
H -0.8908 2.0951 1.6425 -0.019
H -0.2814 1.2982 3.0285 -0.005
H 1.8001 -2.6415 0.7845 0.001
H 0.3166 -1.8031 1.1949 0.019
H 0.8532 -3.2181 3.0270 0.003
H 1.0882 -1.6156 3.6528 0.001
H 3.1718 -3.7438 3.3253 0.000
H 3.4158 -2.3248 4.2514 0.000
H 3.9372 -2.6056 1.3144 0.000
H 4.9408 -1.8981 2.5722 -0.001
H 4.1529 -0.2792 0.9907 -0.001
H 3.5851 0.0857 2.6538 0.001
```